Formula: C13H30ClLiN2O7
Source: the Open Molecules 2025 dataset
Level of theory: the ωB97M-V functional and the def2-TZVPD basis

Element x y z (Å)
Li 0.0594 2.2452 -1.3608
Cl 0.8553 1.6042 -3.4744
C -1.6191 3.3220 0.0642
O -1.3126 2.1342 0.3450
O -2.4923 4.0454 0.5348
O -1.0887 3.8620 -0.9013
C -0.5762 -2.4151 -2.9905
O -1.9515 -2.4973 -2.6862
C -2.5575 -1.1915 -2.7875
C -2.1543 -0.1263 -1.7154
N -2.8792 -0.2048 -0.4552
C -2.5660 -1.4349 0.2583
C -3.2157 -1.3705 1.6335
O -2.6655 -2.4871 2.3791
C -2.9872 -2.2483 3.7573
H -0.1778 -3.4165 -3.1535
H 0.0482 -1.9174 -2.2485
H -0.4000 -2.0117 -3.9877
H -3.6271 -1.3865 -2.7098
H -2.3380 -0.7527 -3.7608
H -2.3333 0.8749 -2.1074
H -1.0778 -0.0909 -1.5480
H -2.4514 0.5859 0.0052
H -1.5332 -1.6593 0.5248
H -2.8469 -2.3161 -0.3186
H -4.3056 -1.3758 1.6223
H -2.9384 -0.4563 2.1582
H -2.6487 -1.2669 4.0896
H -2.4591 -2.9735 4.3765
H -4.0557 -2.3930 3.9167
C 0.5146 -2.6624 1.9857
O 1.3935 -1.5676 1.8973
C 0.9051 -0.5172 1.0612
C 1.9948 0.5377 0.8628
N 1.4980 1.6786 0.1250
C 2.4233 2.8582 0.1221
C 3.7211 2.6947 -0.6226
O 4.7413 2.0052 0.1489
C 5.7520 1.6530 -0.7722
H 0.9973 -3.3573 2.6727
H 0.2559 -3.1386 1.0399
H -0.3973 -2.2116 2.3774
H 0.0389 -0.0944 1.5702
H 0.6405 -0.8359 0.0530
H 2.8810 0.1258 0.3800
H 2.3972 0.8477 1.8272
H 0.6198 1.8939 0.5750
H 2.5842 3.2105 1.1409
H 1.8799 3.6064 -0.4549
H 3.9810 3.7154 -0.9031
H 3.5153 2.2368 -1.5901
H 6.5217 1.0816 -0.2535
H 6.2241 2.5286 -1.2179
H 5.2124 1.0295 -1.4851

Charge   -1
HOMO-LUMO gap (spin up / spin down)   8.368 / 6.424 eV
E_HOMO (spin up / spin down)   -5.589 / -5.586 eV
Spin multiplicity   2
LUMO energy (spin up / spin down)   2.78 / 0.84 eV

Now the natural (NBO) charges, all in e:
1. Li 0.855
2. Cl -0.922
3. C 0.899
4. O -0.813
5. O -0.414
6. O -0.595
7. C -0.260
8. O -0.548
9. C -0.082
10. C -0.255
11. N -0.647
12. C -0.245
13. C -0.062
14. O -0.552
15. C -0.255
16. H 0.173
17. H 0.178
18. H 0.176
19. H 0.186
20. H 0.179
21. H 0.210
22. H 0.176
23. H 0.397
24. H 0.167
25. H 0.203
26. H 0.167
27. H 0.163
28. H 0.169
29. H 0.182
30. H 0.167
31. C -0.251
32. O -0.551
33. C -0.064
34. C -0.228
35. N -0.682
36. C -0.233
37. C -0.103
38. O -0.544
39. C -0.249
40. H 0.180
41. H 0.166
42. H 0.183
43. H 0.167
44. H 0.173
45. H 0.197
46. H 0.160
47. H 0.392
48. H 0.180
49. H 0.207
50. H 0.170
51. H 0.209
52. H 0.181
53. H 0.161
54. H 0.180

=====

Formula: C44H59IrN5O4SSbSi3
Source: the Open Molecules 2025 dataset
Level of theory: the ωB97M-V functional and the def2-TZVPD basis

Element x y z (Å)
Ir -0.6453 -0.7178 -0.3505
C 0.6039 -0.7987 2.8776
Sb -1.4009 -0.0634 2.6767
C -2.0091 -1.4608 1.0151
C -3.2921 -1.0361 0.3788
C -4.5912 -1.2904 0.8125
C -5.6483 -0.8573 0.0339
C -5.3954 -0.1894 -1.1583
C -4.0798 0.0202 -1.5280
N -3.0648 -0.3919 -0.7715
Si -2.1743 -3.2482 1.7689
C -3.2358 -4.2409 0.5861
C -3.0281 -3.1724 3.4447
C -0.5614 -4.1443 2.0085
C -1.0461 2.0486 2.1717
C -0.7588 2.3769 0.7392
C -0.3265 3.6695 0.4108
C -0.2801 4.0943 -0.8966
C -0.6925 3.2252 -1.8991
C -1.0294 1.9480 -1.5332
N -1.0282 1.5117 -0.2567
Si -2.7326 2.9176 2.5875
C -2.7732 4.7012 2.0335
C -3.0745 2.8083 4.4229
C -4.1045 2.0312 1.6819
Si 0.3499 2.6345 3.3782
C 0.1915 1.7654 5.0407
C 0.2571 4.4479 3.8551
C 1.9976 2.3354 2.5465
H 0.5587 -1.8292 3.2178
H 1.1568 -0.2141 3.6060
H 1.1155 -0.7511 1.9226
H -4.7642 -1.8094 1.7448
H -6.6668 -1.0387 0.3510
H -6.2000 0.1586 -1.7899
H -3.8264 0.5267 -2.4524
H -4.2948 -4.1861 0.8420
H -2.9356 -5.2899 0.6422
H -3.1174 -3.9265 -0.4499
H -4.1131 -3.0939 3.3577
H -2.6890 -2.3612 4.0906
H -2.8181 -4.1078 3.9691
H -0.0443 -4.3142 1.0675
H -0.8178 -5.1246 2.4206
H 0.1345 -3.6776 2.7026
H -0.0766 4.3530 1.2066
H 0.0449 5.0996 -1.1314
H -0.7242 3.5158 -2.9380
H -1.2943 1.2144 -2.2820
H -1.9641 5.3136 2.4294
H -3.7144 5.1310 2.3868
H -2.7680 4.7847 0.9459
H -2.4400 3.4655 5.0178
H -2.9702 1.7921 4.8095
H -4.1097 3.1141 4.5946
H -3.8374 1.8095 0.6472
H -4.9970 2.6612 1.6648
H -4.3780 1.0974 2.1758
H -0.6275 2.1960 5.6168
H 1.1116 1.9660 5.5969
H 0.0601 0.6839 5.0419
H -0.6936 4.7219 4.3136
H 0.4609 5.1477 3.0445
H 1.0318 4.6088 4.6104
H 2.0134 1.4414 1.9236
H 2.7850 2.2483 3.2994
H 2.2568 3.1787 1.9029
C 4.5050 -3.1314 3.2777
C 3.7789 -4.1987 2.7620
C 2.9412 -4.0216 1.6754
C 2.8279 -2.7536 1.0923
C 3.5756 -1.6822 1.5942
C 4.4014 -1.8772 2.6854
N 2.0154 -2.5180 -0.0053
N 1.4586 -3.4249 -0.6763
C 0.2796 -3.4756 -1.3776
C 0.1899 -4.5962 -2.2260
C -0.8798 -4.7693 -3.0715
C -1.8735 -3.8009 -3.1074
C -1.8006 -2.7011 -2.2636
C -0.7646 -2.5201 -1.3501
H 5.1598 -3.2800 4.1254
H 3.8724 -5.1811 3.2061
H 2.3872 -4.8509 1.2566
H 3.4828 -0.7124 1.1241
H 4.9776 -1.0467 3.0726
H 1.0129 -5.2986 -2.2132
H -0.9202 -5.6293 -3.7256
H -2.7015 -3.8874 -3.7981
H -2.5869 -1.9676 -2.3319
C 3.7564 4.7561 -5.0013
C 3.4484 3.2894 -5.1173
C 4.4698 2.3531 -5.2378
C 4.1872 1.0035 -5.3883
C 2.8665 0.5823 -5.3986
C 1.8279 1.4981 -5.2874
C 2.1273 2.8426 -5.1522
S 2.5026 -1.1463 -5.4788
O 1.2191 -1.3147 -6.0968
O 3.6797 -1.7773 -5.9910
N 2.2920 -1.6407 -3.9314
C 3.2678 -1.3365 -2.8951
C 3.0174 -0.0649 -2.0566
C 1.6705 -0.0193 -1.3921
O 1.5390 0.2661 -0.1717
O 0.6190 -0.3219 -2.0527
H 4.7588 4.9200 -4.6088
H 3.0439 5.2586 -4.3468
H 3.7008 5.2380 -5.9793
H 5.5007 2.6854 -5.2290
H 4.9781 0.2753 -5.5086
H 0.8044 1.1473 -5.3232
H 1.3267 3.5695 -5.0901
H 1.3227 -1.5354 -3.6578
H 4.2450 -1.2554 -3.3726
H 3.3219 -2.1922 -2.2220
H 3.1258 0.8358 -2.6664
H 3.7674 -0.0219 -1.2670

Charge   +1
HOMO-LUMO gap (spin up / spin down)   6.513 / 5.856 eV
E_HOMO (spin up / spin down)   -9.038 / -10.883 eV
Spin multiplicity   6
LUMO energy (spin up / spin down)   -2.53 / -5.03 eV

Atomic partial charges in e from the Mulliken method, atoms 1 to 99:
1. Ir 0.862
2. C -1.150
3. Sb 0.012
4. C 1.097
5. C -0.921
6. C -0.225
7. C -0.851
8. C -1.234
9. C -0.447
10. N 0.622
11. Si 0.655
12. C -0.977
13. C -1.272
14. C -1.001
15. C 2.548
16. C -2.234
17. C -0.802
18. C -1.326
19. C -0.953
20. C -0.502
21. N 1.036
22. Si 0.322
23. C -1.146
24. C -1.029
25. C -0.892
26. Si 0.524
27. C -1.116
28. C -1.265
29. C -0.818
30. H 0.359
31. H 0.830
32. H -0.149
33. H 0.366
34. H 0.520
35. H 0.487
36. H 0.515
37. H 0.376
38. H 0.529
39. H 0.150
40. H 0.378
41. H 0.262
42. H 0.439
43. H 0.025
44. H 0.585
45. H 0.391
46. H 0.409
47. H 0.533
48. H 0.557
49. H 0.338
50. H 0.313
51. H 0.483
52. H 0.359
53. H 0.307
54. H 0.242
55. H 0.479
56. H 0.128
57. H 0.603
58. H 0.173
59. H 0.336
60. H 0.433
61. H 0.339
62. H 0.322
63. H 0.422
64. H 0.433
65. H 0.021
66. H 0.530
67. H 0.344
68. C -0.646
69. C -0.712
70. C -0.434
71. C -0.213
72. C 0.278
73. C -0.772
74. N 1.086
75. N -0.651
76. C -0.298
77. C -0.221
78. C -1.124
79. C -0.661
80. C -0.630
81. C 1.281
82. H 0.424
83. H 0.413
84. H 0.496
85. H 0.164
86. H 0.436
87. H 0.530
88. H 0.410
89. H 0.539
90. H 0.256
91. C -1.495
92. C 0.835
93. C -0.776
94. C -0.347
95. C -0.126
96. C -0.238
97. C -0.703
98. S 1.206
99. O -0.716

=====

Formula: C3H10NOS
Source: the Open Molecules 2025 dataset
Level of theory: the ωB97M-V functional and the def2-TZVPD basis

Element x y z (Å)
C -0.6469 1.8964 0.1326
C -0.2280 1.0079 1.2821
C -0.9114 -0.3628 1.2058
S -0.3477 -1.3989 -0.2158
N 1.2364 0.9258 1.3320
H -1.7355 1.8950 0.0276
H -0.2873 1.4743 -0.8004
H -0.3222 2.9179 0.2827
H -0.5634 1.4700 2.2182
H -0.6956 -0.9446 2.1014
H -1.9920 -0.2389 1.1563
H 1.4685 0.2465 2.0601
H 1.4703 0.3867 0.4955
H 1.4691 0.0148 -2.9230
H 0.5450 -0.9938 -2.3092
O 1.0134 -0.8128 -3.1537

Charge   -1
HOMO-LUMO gap   6.921 eV
E_HOMO   -2.855 eV
Spin multiplicity   1
LUMO energy   4.07 eV

Now the natural (NBO) charges, all in e:
1. C -0.618
2. C -0.063
3. C -0.517
4. S -0.746
5. N -0.854
6. H 0.195
7. H 0.223
8. H 0.191
9. H 0.156
10. H 0.177
11. H 0.179
12. H 0.338
13. H 0.371
14. H 0.451
15. H 0.503
16. O -0.986

=====

Formula: C15H22IrN3O5S2
Source: the Open Molecules 2025 dataset
Level of theory: the ωB97M-V functional and the def2-TZVPD basis

Element x y z (Å)
Ir -0.3351 0.0170 -0.2369
C 0.2227 -0.7274 2.8541
C 1.4892 0.0940 2.9129
O 2.0093 0.0695 1.6077
C 2.8430 1.1408 1.2216
C 1.9875 2.3257 0.8430
O 1.0491 1.9123 -0.1591
C 0.2136 3.0001 -0.5973
C -1.0256 3.0549 0.2535
O -1.6236 1.7426 0.1723
C -2.4137 1.3958 1.3255
C -1.5002 0.9034 2.4207
O -0.7400 -0.2061 1.9012
H -0.2716 -0.7679 3.8260
H 0.4426 -1.7379 2.5177
H 2.1835 -0.3659 3.6248
H 1.2885 1.1132 3.2633
H 3.3992 0.7903 0.3527
H 3.5528 1.4164 2.0067
H 2.6133 3.1253 0.4395
H 1.4489 2.7208 1.7118
H -0.0387 2.7912 -1.6315
H 0.7616 3.9423 -0.5496
H -1.7441 3.7895 -0.1111
H -0.7863 3.2771 1.2963
H -3.0957 0.6121 1.0024
H -2.9956 2.2562 1.6577
H -2.0868 0.5684 3.2785
H -0.8109 1.6860 2.7476
C -2.3281 -4.0485 -1.0588
C -1.3733 -2.9298 -0.7768
S -2.0446 -1.3834 -0.6220
C 0.0034 -3.1114 -0.6971
C 0.6467 -4.4558 -0.8547
S 1.0315 -1.8023 -0.4119
H -3.3563 -3.6924 -1.0751
H -2.2430 -4.8259 -0.2975
H -2.1095 -4.5023 -2.0270
H 0.0683 -5.0967 -1.5171
H 0.7224 -4.9542 0.1147
H 1.6524 -4.3573 -1.2600
O -0.1617 0.0055 -2.2322
N 0.3000 1.0696 -2.8433
C 0.5013 0.8984 -4.1071
C 0.2582 -0.3570 -4.7609
N 0.0420 -1.3686 -5.2585
C 0.9851 2.0314 -4.8401
N 1.3682 2.9408 -5.4267

Charge   +1
HOMO-LUMO gap (spin up / spin down)   7.770 / 6.951 eV
E_HOMO (spin up / spin down)   -10.836 / -11.764 eV
Spin multiplicity   2
LUMO energy (spin up / spin down)   -3.07 / -4.81 eV

Now the natural (NBO) charges, all in e:
1. Ir 0.902
2. C -0.079
3. C -0.100
4. O -0.547
5. C -0.088
6. C -0.086
7. O -0.569
8. C -0.118
9. C -0.095
10. O -0.551
11. C -0.098
12. C -0.102
13. O -0.534
14. H 0.206
15. H 0.228
16. H 0.209
17. H 0.172
18. H 0.221
19. H 0.200
20. H 0.212
21. H 0.168
22. H 0.258
23. H 0.215
24. H 0.225
25. H 0.181
26. H 0.233
27. H 0.222
28. H 0.222
29. H 0.185
30. C -0.663
31. C -0.141
32. S 0.234
33. C -0.170
34. C -0.659
35. S 0.253
36. H 0.242
37. H 0.241
38. H 0.249
39. H 0.240
40. H 0.242
41. H 0.248
42. O -0.516
43. N -0.015
44. C -0.066
45. C 0.236
46. N -0.241
47. C 0.243
48. N -0.247

=====

Formula: C7H14N2O3S
Source: the Open Molecules 2025 dataset
Level of theory: the ωB97M-V functional and the def2-TZVPD basis

Element x y z (Å)
C -2.4315 2.4131 1.9026
S -2.1756 0.8422 1.0049
O -3.1717 -0.1479 1.3803
O -2.5801 1.3878 -0.3766
C -0.5923 0.3808 0.9981
C 0.0559 -0.7860 1.4378
N -0.8467 -1.7358 1.9042
O 1.2526 -0.9836 1.3635
H -3.3185 2.5995 1.4584
H -2.5923 2.2926 2.9828
H -1.6723 3.2114 1.7584
H -1.6933 1.4575 -0.8345
H 0.0619 1.1213 0.6479
H -1.8549 -1.5002 1.8583
H -0.5261 -2.5330 2.3223
C 1.6227 -2.0730 -1.6120
C 1.7812 -0.5980 -2.0798
C 2.7570 0.3107 -1.2230
C 0.5392 0.1640 -2.0753
N -0.4200 0.7977 -2.1080
H 1.4700 -2.1434 -0.5783
H 0.9860 -2.6428 -2.1692
H 2.6716 -2.5544 -1.8010
H 2.0630 -0.7030 -3.2331
H 3.7775 0.4446 -1.6270
H 2.1045 1.2393 -1.0162
H 2.7322 -0.2615 -0.2856

Charge   0
HOMO-LUMO gap   9.113 eV
E_HOMO   -8.515 eV
SMILES string   C[S@@](=O)(O)=CC(N)=O.CC(C)C#N
Spin multiplicity   1
LUMO energy   0.60 eV

Now the natural (NBO) charges, all in e:
1. C -0.829
2. S 2.126
3. O -0.914
4. O -0.892
5. C -0.961
6. C 0.661
7. N -0.856
8. O -0.678
9. H 0.227
10. H 0.248
11. H 0.252
12. H 0.545
13. H 0.247
14. H 0.409
15. H 0.388
16. C -0.585
17. C -0.330
18. C -0.614
19. C 0.391
20. N -0.451
21. H 0.245
22. H 0.213
23. H 0.203
24. H 0.247
25. H 0.229
26. H 0.220
27. H 0.261

=====

Formula: C3H2ClNO
Source: the Open Molecules 2025 dataset
Level of theory: the ωB97M-V functional and the def2-TZVPD basis

Element x y z (Å)
O -0.0723 -1.3939 -2.6354
C 0.1786 -1.3720 -1.4826
C 0.1004 -0.2166 -0.0210
N 0.8856 -1.2632 0.5682
C 0.8591 -2.1220 -0.3871
Cl 1.6064 -3.7429 -0.4192
H 0.6980 0.6876 -0.2212
H -0.8662 -0.1576 0.2196

Charge   0
HOMO-LUMO gap   9.115 eV
E_HOMO   -9.733 eV
SMILES string   O=C1CN=C1Cl
Spin multiplicity   1
LUMO energy   -0.62 eV

Now the natural (NBO) charges, all in e:
1. O -0.449
2. C 0.541
3. C -0.304
4. N -0.322
5. C 0.107
6. Cl 0.014
7. H 0.212
8. H 0.201

=====

Table of energy relative to the best compared isomer or geometry (same formula, charge and spin) (kJ/mol), in record order: 0.0 0.8 1.6 0.0 364.3 187.8